A 8-piece molecular cluster, C38H58N2O27S2 overall. Source: OMol25; level of theory: ωB97M-V/def2-TZVPD.

CARTESIAN COORDINATES (ANGSTROEM)
S (0.516, 0.828, 0.913)
S (-0.576, -1.951, 0.458)
O (-0.611, -1.957, 1.890)
O (8.329, 2.697, -0.495)
O (-6.266, -2.729, 6.768)
O (-10.051, 1.439, -5.515)
O (7.714, 3.584, 1.448)
O (6.530, -2.362, 2.757)
O (7.471, -0.625, 3.772)
O (-4.521, -1.473, 6.188)
O (-3.818, 4.723, -7.062)
O (-3.801, -1.149, -7.121)
O (1.436, 1.386, 6.109)
O (-7.886, 0.903, -5.189)
O (-2.600, 3.061, -6.151)
O (0.430, -0.559, 5.586)
O (1.421, 1.829, 0.438)
O (-4.114, -3.308, -6.557)
O (-9.166, -0.419, -6.438)
O (-0.893, 1.126, 0.805)
O (7.868, 1.346, 1.248)
O (-0.274, 0.595, 7.351)
O (5.251, -0.618, 3.390)
O (-4.206, -3.318, 7.450)
O (3.094, -0.297, -0.629)
O (-3.468, 4.630, -4.835)
O (-2.329, -2.678, -7.780)
O (2.283, -2.075, 1.842)
O (-0.283, -3.169, -0.239)
N (2.062, -2.559, -2.746)
N (-0.234, 0.170, -2.414)
C (8.144, 4.690, 0.629)
C (-5.644, -0.983, 5.421)
C (-1.986, 2.901, -4.862)
C (0.615, 0.557, 6.335)
C (-3.345, 4.197, -6.109)
C (-2.966, 3.604, -3.951)
C (8.038, 4.079, -0.753)
C (2.594, -2.433, 0.526)
C (-4.927, -2.582, 6.861)
C (7.287, 5.905, 0.867)
C (-3.474, -2.465, -7.098)
C (0.846, 0.439, 2.596)
C (2.616, -3.055, 2.814)
C (-7.143, -0.308, -5.394)
C (7.955, -2.553, 2.632)
C (8.460, -1.659, 3.744)
C (2.083, -1.994, -1.751)
C (-2.142, -1.361, -0.105)
C (-3.144, 0.813, -8.407)
C (-1.778, -0.977, 8.440)
C (-9.129, 0.714, -5.697)
C (-1.255, -0.444, 7.133)
C (2.155, -1.317, -0.431)
C (-6.804, -1.511, 6.234)
C (-7.764, -2.394, -6.711)
C (8.320, -4.010, 2.752)
C (-0.459, -1.428, 6.310)
C (4.525, 1.447, 0.264)
C (7.966, 2.435, 0.783)
C (-2.021, -1.477, -8.504)
C (0.165, -0.218, -1.413)
C (-2.371, 4.200, -2.703)
C (-2.683, -0.410, -7.661)
C (3.882, 0.092, 0.503)
C (6.315, -1.144, 3.317)
C (0.674, -0.699, -0.135)
C (-7.815, -0.894, -6.615)
C (-5.585, 0.516, 5.278)
H (-0.094, 0.216, 3.084)
H (9.188, 4.897, 0.880)
H (3.400, -2.669, 3.465)
H (-8.199, -2.852, -5.822)
H (6.239, 5.680, 0.665)
H (-0.965, -1.361, 9.057)
H (-3.124, 4.755, -2.145)
H (7.605, 6.724, 0.223)
H (7.025, 4.150, -1.156)
H (8.463, -2.165, 4.713)
H (5.503, 1.304, -0.195)
H (4.680, -0.637, 0.649)
H (7.977, -4.414, 3.706)
H (3.907, 2.074, -0.368)
H (-7.694, -1.720, 5.647)
H (-2.471, -1.550, -9.497)
H (-1.063, -2.013, 5.621)
H (-2.759, -2.248, 0.043)
H (8.252, -2.157, 1.657)
H (-2.067, -0.013, 6.543)
H (-5.572, 0.994, 6.258)
H (9.441, -1.233, 3.550)
H (-7.060, -0.850, 7.066)
H (-3.817, 0.537, -9.220)
H (1.723, -3.297, 3.389)
H (9.400, -4.134, 2.682)
H (-6.089, -0.088, -5.540)
H (8.747, 4.485, -1.470)
H (-2.485, -0.558, 0.531)
H (-6.449, 0.876, 4.720)
H (-2.265, -0.185, 9.009)
H (-3.804, 2.947, -3.703)
H (-2.498, -1.775, 8.267)
H (7.361, 6.229, 1.904)
H (1.239, 1.370, 3.008)
H (4.705, 1.923, 1.226)
H (-2.130, -1.116, -1.160)
H (3.670, -2.598, 0.414)
H (3.317, 0.109, 1.428)
H (-1.011, 3.392, -4.876)
H (-3.680, 1.489, -7.748)
H (2.980, -3.974, 2.353)
H (-1.568, 4.893, -2.955)
H (2.097, -3.364, 0.245)
H (1.576, -0.341, 2.744)
H (-1.855, 1.846, -4.630)
H (-2.290, 1.348, -8.822)
H (7.852, -4.591, 1.959)
H (-0.945, -1.361, -8.598)
H (-2.042, -0.131, -6.819)
H (-1.970, 3.414, -2.062)
H (-7.423, -0.434, -7.526)
H (-5.605, -1.466, 4.441)
H (-8.326, -2.750, -7.574)
H (-7.267, -0.945, -4.515)
H (-6.730, -2.729, -6.807)
H (0.142, -2.097, 6.929)
H (-4.682, 0.818, 4.749)

Output
- HOMO energy (eV) = -10.37
- SMILES = CCO[C@@](C#N)(COC)C(C#N)(S(C)(=O)=O)S(C)(=O)=O.C[C@@H]1COC(=O)O1.C[C@@H]1COC(=O)O1.C[C@@H]1COC(=O)O1.C[C@@H]1COC(=O)O1.C[C@@H]1COC(=O)O1.C[C@@H]1COC(=O)O1.C[C@@H]1COC(=O)O1
- Kohn-Sham gap (eV) = 10.411